# C32H25N7O3ReS2

A structure of composition C32H25N7O3ReS2 (ωB97M-V/def2-TZVPD, OMol25).

ORCA input file:
```
! wB97M-V def2-TZVPD RIJCOSX def2/J DEFGRID3
* xyz 0 2
Re 0.0325 -0.5394 0.3112
N 3.3826 2.2783 -1.6520
C 2.4847 1.6878 -0.8331
S 0.9676 2.4503 -0.6551
N 2.8959 0.6389 -0.1745
N 2.1049 -0.0452 0.6591
C 2.7669 -0.7196 1.5657
C 2.2505 -1.5429 2.6107
C 3.1471 -2.3503 3.3291
C 2.7374 -3.1116 4.3966
C 1.4117 -3.0377 4.8265
C 0.5075 -2.2542 4.1602
C 0.8752 -1.5342 3.0032
O -0.0388 -0.8956 2.3545
H 3.0847 3.0416 -2.2323
H 4.2465 1.8063 -1.8576
H 3.8511 -0.6174 1.5139
H 4.1791 -2.3747 3.0155
H 3.4320 -3.7479 4.9220
H 1.0884 -3.6084 5.6840
H -0.5222 -2.1800 4.4746
O -1.7791 -1.6327 0.4785
C -1.7671 -2.7047 1.1895
C -2.9114 -3.0446 1.9535
C -2.9683 -4.1903 2.7054
C -1.8922 -5.0767 2.7409
C -0.7843 -4.8132 1.9722
C -0.6870 -3.6539 1.1935
C 0.4088 -3.5155 0.2842
N 0.7991 -2.3884 -0.2205
N 1.6313 -2.3993 -1.2838
C 1.4665 -1.3204 -2.0151
O 0.5763 -0.4354 -1.7386
C 2.3537 -1.1044 -3.1617
C 2.1888 0.0292 -3.9528
C 3.1102 0.3161 -4.9416
C 4.1909 -0.5250 -5.1554
C 4.3393 -1.6702 -4.3853
C 3.4246 -1.9627 -3.3916
H -3.7448 -2.3579 1.9276
H -3.8659 -4.4169 3.2604
H -1.9435 -5.9714 3.3409
H 0.0507 -5.4983 1.9647
H 0.8759 -4.4261 -0.0816
H 1.3487 0.6802 -3.7634
H 2.9889 1.2059 -5.5415
H 4.9222 -0.2782 -5.9130
H 5.1782 -2.3301 -4.5532
H 3.5282 -2.8346 -2.7652
S -4.5888 4.2024 0.8718
C -3.3703 2.9310 0.7381
C -2.7763 2.4229 1.8901
C -1.7678 1.4910 1.7597
N -1.3336 1.0554 0.5769
C -1.9593 1.4860 -0.5228
C -2.9737 2.4135 -0.4920
C -4.1443 5.1569 -0.5884
C -4.6284 4.8422 -1.8475
C -4.2155 5.6346 -2.9102
N -3.4153 6.6752 -2.7749
C -2.9751 6.9754 -1.5670
C -3.2983 6.2418 -0.4347
H -3.0759 2.7703 2.8657
H -1.2725 1.0808 2.6299
H -1.6168 1.0827 -1.4666
H -3.4274 2.7331 -1.4158
H -5.3037 4.0147 -1.9963
H -4.5460 5.4226 -3.9179
H -2.3304 7.8412 -1.5010
H -2.9069 6.5023 0.5352
*
```

Results
energy relative to the best compared isomer or geometry (same formula, charge and spin) = 47.20 kcal per mole
E_HOMO (spin up / spin down) = -7.14 / -7.12 eV
molecular weight = 805.94 g mol⁻¹
lowest unoccupied orbital energy (spin up / spin down) = -1.6099 / -1.2891 eV
gap between HOMO and LUMO (spin up / spin down) = 5.54 / 5.83 eV